[1]
91
Properties=species:S:1:pos:R:3:forces:R:3:mulliken_charge:R:1 method="wB97M-V/def2-TZVPD" total_charge=-1
C -1.075 0.987 4.305 0.20 -0.31 -0.09 -1.289
C -0.316 1.562 3.110 -0.25 0.42 0.75 1.225
C -1.160 2.431 2.179 0.52 -0.36 -0.44 -0.773
O -1.389 1.779 0.969 -0.23 0.20 -0.06 -0.562
P -3.017 1.158 0.645 -0.28 -0.30 -0.58 1.939
C -2.336 -0.649 0.716 -0.29 0.30 -0.16 -0.495
C -3.347 -1.676 1.183 -0.01 -0.15 0.28 -0.698
C -3.337 -1.887 2.690 -0.39 0.28 -0.11 0.451
O -4.667 -1.761 3.214 -0.07 0.15 0.92 -0.621
C -3.790 2.913 0.575 -0.03 -0.50 0.36 -0.914
C -4.871 3.192 1.609 -0.08 0.16 -0.30 -0.335
C -6.263 2.679 1.225 0.42 0.25 0.29 -0.630
C -6.668 1.396 1.916 -0.71 -0.08 -0.08 -0.049
N -7.311 1.598 3.225 0.23 -0.03 0.24 -0.663
H -1.253 -0.076 4.192 -0.23 -0.22 -0.01 0.164
H -0.511 1.106 5.222 0.20 0.02 0.32 0.369
H -2.022 1.490 4.440 -0.35 0.06 0.03 0.297
H 0.169 0.779 2.543 0.09 -0.16 -0.30 -0.292
H 0.466 2.174 3.531 0.41 0.33 0.00 -0.196
H -0.614 3.358 1.982 0.10 0.20 -0.15 0.221
H -2.071 2.726 2.704 -0.35 -0.02 -0.07 0.266
H -2.720 1.249 -0.801 0.17 0.14 0.23 -0.858
H -4.343 0.620 0.316 0.00 -0.02 0.01 0.016
H -3.340 1.057 2.080 0.12 0.05 0.22 -0.498
H -1.474 -0.656 1.371 0.38 0.01 0.30 0.144
H -1.961 -0.929 -0.263 0.08 0.07 -0.45 0.167
H -4.362 -1.382 0.928 -0.22 0.18 -0.20 0.263
H -3.166 -2.626 0.695 -0.04 -0.40 -0.21 0.293
H -2.950 -2.876 2.930 0.21 -0.16 0.23 0.316
H -2.721 -1.112 3.126 0.26 0.04 0.22 -0.460
H -4.601 -1.457 4.144 -0.05 -0.30 -0.90 0.309
H -3.035 3.692 0.586 0.32 0.14 0.08 0.400
H -4.249 2.933 -0.399 -0.16 0.07 -0.48 -0.139
H -4.930 4.266 1.747 -0.01 0.36 0.24 0.453
H -4.608 2.750 2.568 0.18 -0.02 0.32 0.109
H -6.991 3.442 1.498 -0.34 0.13 -0.07 0.358
H -6.316 2.567 0.149 -0.02 -0.10 -0.34 0.280
H -7.379 0.877 1.281 -0.23 -0.19 -0.15 0.279
H -5.829 0.729 2.025 0.37 -0.21 0.09 -0.128
H -7.692 2.536 3.277 0.02 -0.07 0.04 0.265
H -6.627 1.517 3.970 -0.04 0.08 -0.07 0.275
C -2.093 -0.384 -4.200 -0.04 0.01 0.17 0.049
Cl -3.612 -0.731 -3.381 -0.05 -0.01 0.05 -0.090
Cl -2.437 0.322 -5.789 0.02 -0.06 -0.09 0.037
Cl -1.164 0.762 -3.251 0.04 0.08 -0.06 -0.053
Cl -1.171 -1.886 -4.387 -0.06 0.11 -0.02 0.038
C 2.480 -0.306 -0.025 -0.39 0.11 -0.14 0.109
Cl 2.198 -1.305 1.413 0.02 -0.05 0.07 -0.166
Cl 3.605 -1.149 -1.097 0.11 0.16 -0.10 -0.059
Cl 0.958 -0.017 -0.847 0.00 -0.17 0.07 0.148
Cl 3.152 1.246 0.461 0.23 0.08 -0.03 -0.088
C 6.746 -3.626 0.282 -0.06 -0.01 0.02 0.245
Cl 6.659 -3.040 -1.380 0.00 0.01 -0.04 -0.099
Cl 5.304 -3.143 1.165 0.00 -0.03 0.04 -0.018
Cl 6.868 -5.391 0.271 0.01 -0.08 0.00 -0.113
Cl 8.174 -2.957 1.074 0.01 0.21 -0.10 -0.035
C 10.633 -4.822 4.336 -0.02 0.03 -0.03 0.322
Cl 12.101 -5.486 3.612 0.07 -0.03 -0.02 -0.105
Cl 10.369 -5.563 5.917 -0.01 -0.01 0.01 -0.105
Cl 10.817 -3.078 4.519 -0.04 0.03 0.14 -0.071
Cl 9.261 -5.140 3.282 0.01 -0.21 0.10 -0.035
C 13.451 -1.004 2.022 -0.01 -0.01 0.00 0.305
Cl 13.619 0.624 1.364 0.01 0.06 -0.02 -0.100
Cl 11.933 -1.707 1.465 -0.01 0.00 -0.04 -0.005
Cl 14.796 -2.003 1.469 0.05 -0.04 -0.02 -0.103
Cl 13.471 -0.926 3.787 0.01 0.03 0.00 -0.097
C 3.738 2.637 4.822 -0.05 -0.06 -0.03 0.244
Cl 3.048 1.382 3.807 0.14 -0.06 0.14 0.053
Cl 2.685 4.052 4.808 -0.04 0.06 0.01 -0.114
Cl 3.903 2.045 6.481 0.01 -0.01 0.06 -0.121
Cl 5.334 3.088 4.204 0.07 0.03 -0.01 -0.124
C 1.155 -5.062 -2.286 -0.09 0.03 0.08 0.187
Cl 1.052 -4.459 -3.946 0.10 -0.04 0.02 -0.047
Cl -0.287 -4.582 -1.400 -0.02 0.04 0.01 -0.035
Cl 1.280 -6.826 -2.317 0.00 -0.07 -0.01 -0.119
Cl 2.581 -4.382 -1.510 0.05 -0.04 0.04 0.025
C -2.953 2.028 -9.672 -0.03 0.00 0.04 0.334
Cl -3.539 2.575 -8.105 -0.05 0.07 0.03 -0.061
Cl -4.069 2.546 -10.939 -0.03 0.01 -0.04 -0.112
Cl -1.356 2.713 -9.978 0.07 0.03 -0.02 -0.107
Cl -2.837 0.267 -9.670 -0.16 0.06 -0.07 -0.081
C -4.655 4.949 -3.398 0.01 -0.07 0.08 0.264
Cl -5.588 5.562 -2.031 -0.04 0.03 0.04 -0.106
Cl -5.682 4.929 -4.843 -0.04 0.00 -0.08 -0.125
Cl -3.275 6.017 -3.688 0.05 0.05 -0.03 -0.119
Cl -4.090 3.332 -3.040 0.08 -0.10 -0.11 0.025
C 0.424 -2.913 -8.556 0.00 0.06 0.08 0.242
Cl -0.455 -4.028 -9.607 -0.03 -0.05 -0.05 -0.118
Cl -0.411 -1.364 -8.517 0.12 -0.08 0.02 -0.015
Cl 0.493 -3.577 -6.925 0.04 -0.10 -0.12 -0.028
Cl 2.064 -2.693 -9.176 0.05 0.00 -0.02 -0.114

=====

[2]
72
Properties=species:S:1:pos:R:3:forces:R:3:mulliken_charge:R:1 method="wB97M-V/def2-TZVPD" total_charge=+1
C -0.630 0.652 1.340 2.05 2.27 9.43 -0.294
C -0.459 1.120 2.677 0.36 -2.56 -8.96 -0.011
C 0.176 1.912 4.006 -3.20 -0.23 -0.41 -0.504
N 1.319 1.165 4.658 -0.21 -2.08 -1.90 -0.087
C 1.477 -0.249 4.086 0.08 0.26 -0.31 -0.391
N 2.436 -0.345 2.881 -2.17 0.85 2.64 -0.774
I 4.320 -0.403 3.807 -0.10 -0.13 -0.10 0.309
N 0.811 -1.366 4.607 2.44 3.77 -0.89 0.608
C -0.059 -1.124 5.818 -2.01 1.00 -0.36 -0.447
S 0.895 -0.714 7.396 0.99 -0.54 7.09 0.864
O 0.070 0.117 8.415 2.05 -2.49 -4.64 -0.566
O 1.545 -1.936 8.086 -2.13 3.58 -3.47 -0.538
C 1.041 -2.678 3.894 -0.31 -2.75 -1.62 0.179
C 0.190 -2.650 2.455 0.61 0.49 -0.24 -0.939
C 0.521 -4.012 4.690 0.26 -0.02 -0.30 -1.084
C 1.406 -4.436 6.002 -1.33 -0.73 0.44 -0.131
C 1.531 -6.102 6.087 -0.72 0.41 0.99 -0.948
H -0.609 -0.042 0.369 -0.41 2.00 2.66 0.348
H 0.442 3.023 3.736 -0.31 -2.38 0.48 0.372
H -0.709 1.928 4.807 1.86 0.20 -1.91 0.288
H 2.187 1.728 4.521 -0.65 -1.13 -0.06 0.376
H 2.396 0.620 2.437 -0.12 -1.44 0.69 0.518
H -0.792 -1.993 6.092 1.80 1.38 -0.69 0.425
H -0.748 -0.172 5.612 1.61 -2.09 0.53 0.260
H 1.979 0.131 6.994 -1.35 -0.99 -0.17 0.184
H 2.204 -2.849 3.684 -2.57 0.81 0.58 0.217
H -0.711 -1.887 2.522 1.77 -1.80 -0.02 0.152
H -0.174 -3.751 2.189 0.80 2.58 0.61 0.396
H 0.916 -2.237 1.610 -1.64 -1.02 1.77 0.271
H -0.630 -3.861 4.896 2.25 -0.49 -0.23 0.296
H 0.603 -4.914 3.913 -0.16 2.22 1.51 0.366
H 0.746 -4.146 6.954 2.00 -0.28 -1.98 0.161
H 2.466 -3.920 6.015 -2.28 -0.98 0.00 0.289
H 0.708 -6.481 6.861 1.81 0.79 -1.72 0.267
H 1.280 -6.631 5.073 0.88 1.05 1.88 0.265
H 2.567 -6.389 6.549 -1.99 0.39 -1.20 0.288
C -1.846 4.314 -3.261 -1.23 0.11 -0.30 -0.453
C -0.601 4.904 -3.940 -0.32 0.87 0.51 0.797
C 0.474 3.891 -4.331 0.96 -0.13 -0.82 0.489
F 0.924 3.164 -3.278 0.07 0.11 -0.59 -0.170
F 1.561 4.524 -4.846 -0.30 0.21 0.09 -0.322
F -0.098 5.892 -3.155 0.07 -0.33 -0.24 -0.298
F -1.022 5.533 -5.087 0.19 -0.72 0.19 -0.333
O -1.862 4.319 -1.828 1.73 -1.23 0.57 -0.456
C -1.132 3.262 -1.206 -2.02 0.38 -1.55 0.746
C 0.144 3.738 -0.498 0.79 0.74 0.01 0.296
F 0.936 4.478 -1.315 -0.55 -0.19 0.77 -0.196
F 0.895 2.682 -0.085 -0.27 -0.20 -0.09 -0.239
F -0.904 2.294 -2.127 0.02 -0.09 1.13 -0.222
F -1.979 2.710 -0.293 0.64 0.38 0.02 -0.299
H -2.686 4.963 -3.539 0.36 0.10 0.17 0.474
H -2.118 3.330 -3.667 0.33 0.59 0.33 0.158
H 0.103 3.199 -5.090 0.01 0.34 0.11 -0.063
H -0.097 4.349 0.375 -0.25 -0.08 -0.08 0.196
C 0.051 -0.976 -5.874 0.89 -0.16 0.71 -0.614
C -0.524 -1.908 -6.951 -0.49 -0.54 0.79 0.746
C -0.706 -1.280 -8.332 -0.36 -0.12 -1.19 0.101
F -1.504 -0.183 -8.313 0.43 -0.52 -0.32 -0.201
F -1.294 -2.161 -9.183 0.23 -0.05 0.44 -0.282
F -1.681 -2.452 -6.491 0.28 0.19 -0.29 -0.270
F 0.345 -2.964 -7.082 -0.01 0.68 -0.25 -0.329
O -0.893 -0.312 -5.025 -1.00 1.17 -1.32 -0.369
C -1.500 0.853 -5.582 2.03 -1.09 0.17 0.722
C -2.987 0.666 -5.916 -1.10 -0.33 -0.53 0.269
F -3.203 -0.428 -6.689 0.02 0.49 0.81 -0.216
F -3.470 1.731 -6.610 0.55 -0.02 0.37 -0.260
F -0.762 1.261 -6.643 -0.61 0.56 0.69 -0.314
F -1.366 1.830 -4.643 -0.65 -0.89 -0.43 -0.425
H 0.624 -1.613 -5.188 -0.35 -0.01 -0.14 0.459
H 0.795 -0.277 -6.279 -0.39 -0.16 -0.12 0.321
H 0.256 -0.995 -8.763 0.13 -0.02 0.16 0.299
H -3.581 0.552 -5.005 0.23 0.05 0.12 0.275

=====

[3]
56
Properties=species:S:1:pos:R:3:forces:R:3:mulliken_charge:R:1 method="wB97M-V/def2-TZVPD" total_charge=0 de_lowest_ev=5.1151
C -3.642 1.674 -4.698 0.11 -0.02 -0.18 -1.242
C -3.599 0.283 -4.115 0.36 0.04 -0.16 0.224
F -4.865 -0.039 -3.617 -0.02 0.05 0.02 -0.367
C -2.613 0.094 -2.965 -0.67 -0.40 0.32 -0.360
O -1.343 -0.449 -3.382 -0.19 0.66 0.06 -0.270
C -0.687 0.232 -4.352 0.13 -0.24 -0.02 0.561
O -0.782 0.019 -5.517 0.10 -0.01 0.11 -0.495
O 0.256 1.110 -3.883 -0.05 0.17 -0.32 -0.203
O -0.297 1.905 -2.835 0.11 -0.26 0.27 -0.353
H -2.655 1.966 -5.064 0.02 -0.05 0.06 0.343
H -4.310 1.686 -5.559 -0.10 0.11 0.10 0.371
H -3.956 2.408 -3.956 -0.09 -0.05 0.02 0.342
H -3.349 -0.445 -4.891 -0.12 -0.05 0.03 0.291
H -2.492 0.994 -2.363 0.21 0.13 -0.22 0.405
H -3.049 -0.658 -2.308 0.17 -0.17 -0.10 0.348
H -0.019 1.423 -2.036 0.02 0.10 0.01 0.383
N -0.274 0.290 1.968 0.03 0.11 -0.12 0.060
C -1.626 0.358 1.759 0.01 0.04 -0.01 -1.273
C -1.862 0.035 0.451 0.01 -0.02 -0.01 -0.460
C -0.602 -0.246 -0.157 -0.08 0.10 0.05 0.235
C 0.355 -0.079 0.806 0.11 0.00 0.11 -1.360
H 0.178 0.471 2.848 -0.08 -0.16 0.08 0.338
H -2.298 0.626 2.556 0.00 0.01 -0.01 0.507
H -2.831 -0.004 -0.017 -0.01 0.00 0.02 0.465
H -0.426 -0.544 -1.179 -0.02 -0.14 0.04 0.771
H 1.426 -0.190 0.764 0.00 0.01 -0.03 0.637
N 1.637 2.875 1.630 0.10 0.18 0.05 0.080
C 2.913 3.187 2.015 0.00 -0.01 -0.01 -0.445
C 3.201 4.438 1.539 0.00 0.00 0.01 -0.533
C 2.051 4.901 0.842 -0.01 0.00 0.01 -0.655
C 1.104 3.915 0.919 -0.02 -0.02 -0.02 -0.297
H 1.158 2.019 1.829 -0.03 0.06 -0.10 0.319
H 3.506 2.496 2.589 0.01 0.01 -0.01 0.356
H 4.131 4.964 1.674 0.00 0.00 0.00 0.393
H 1.935 5.848 0.343 0.00 0.00 0.00 0.401
H 0.101 3.864 0.530 0.00 0.00 -0.01 0.421
N 3.190 -3.537 -0.777 0.03 0.03 -0.04 0.027
C 3.921 -3.557 -1.933 -0.01 0.00 0.02 -0.354
C 3.446 -2.565 -2.748 0.00 0.00 -0.01 -1.019
C 2.385 -1.920 -2.055 -0.01 0.02 0.03 0.364
C 2.254 -2.541 -0.841 0.01 -0.06 0.03 -0.848
H 3.320 -4.158 0.000 0.00 0.00 0.00 0.177
H 4.713 -4.271 -2.078 0.00 0.00 -0.01 0.382
H 3.815 -2.327 -3.731 0.00 0.00 0.00 0.399
H 1.789 -1.095 -2.410 0.01 0.00 -0.02 0.506
H 1.574 -2.367 -0.026 -0.04 -0.05 -0.02 0.428
N -1.576 -2.673 4.847 0.00 0.03 0.06 0.003
C -1.395 -2.854 6.191 -0.01 0.00 -0.02 -0.488
C -0.204 -2.276 6.537 0.00 0.01 0.00 -0.552
C 0.358 -1.725 5.352 -0.02 0.05 0.00 -0.378
C -0.516 -1.983 4.328 -0.01 -0.12 0.00 -0.497
H -2.366 -2.997 4.320 0.00 0.00 0.00 0.209
H -2.126 -3.374 6.785 0.01 0.00 0.01 0.382
H 0.221 -2.252 7.526 0.00 0.00 0.00 0.395
H 1.297 -1.203 5.265 0.01 -0.02 0.01 0.411
H -0.472 -1.753 3.279 0.01 -0.07 -0.02 0.515

=====

[4]
53
Properties=species:S:1:pos:R:3:forces:R:3:mulliken_charge:R:1 method="wB97M-V/def2-TZVPD" total_charge=0
C 1.078 -3.844 -0.204 -0.52 -0.94 0.84 -0.869
C 1.772 -3.020 0.986 -0.01 -0.26 -0.99 -0.372
I 2.117 -4.507 2.596 -0.05 0.56 -0.30 -0.016
C 3.219 -2.441 0.635 -0.60 -0.08 -0.01 -0.573
C 3.220 -1.045 -0.114 2.05 1.90 0.41 0.648
C 4.245 -0.103 0.177 -0.99 -0.97 -1.01 0.052
C 5.390 -0.326 1.245 -1.65 0.85 2.06 -1.207
C 4.785 0.177 2.764 -2.27 2.74 -0.89 0.245
C 3.370 1.061 2.666 4.23 3.17 1.48 -0.650
O 4.824 1.649 3.011 0.50 -4.38 -0.43 -0.402
C 4.289 1.295 -0.608 0.68 1.02 0.06 0.419
O 4.805 2.302 -0.098 -1.21 -2.73 -1.24 -0.544
C 3.702 1.346 -2.074 -1.85 -2.58 0.43 -0.590
C 2.689 0.401 -2.367 2.51 1.74 1.02 -0.358
C 2.179 -0.593 -1.217 -1.08 0.23 -0.76 0.382
O 0.979 -0.912 -1.251 3.09 0.33 0.47 -0.503
H 0.540 -4.725 0.300 0.65 1.29 -0.93 0.386
H 0.269 -3.269 -0.754 1.37 -0.45 0.56 0.176
H 1.836 -4.337 -0.909 -0.98 1.03 0.95 0.263
H 1.061 -2.260 1.439 1.08 -0.92 -0.61 0.431
H 3.746 -3.203 -0.030 -0.72 0.89 0.76 0.257
H 3.811 -2.436 1.617 -0.84 0.55 -1.62 0.343
H 5.639 -1.421 1.395 -0.15 1.42 -0.53 0.366
H 6.304 0.325 1.089 -1.21 -0.91 -0.09 0.415
H 4.898 -0.570 3.677 -0.19 1.86 -1.94 0.298
H 2.974 1.580 3.593 -0.65 -2.04 -0.85 0.411
H 3.271 1.830 1.838 -0.68 -2.10 0.09 0.207
H 4.093 2.092 -2.838 -0.62 -0.98 1.38 0.366
H 2.251 0.403 -3.415 0.17 -0.27 1.72 0.407
C -3.365 1.880 -2.217 -0.10 0.05 -0.03 -1.202
C -2.732 0.549 -2.607 -0.24 0.13 0.10 -0.503
C -1.219 0.648 -2.819 -0.23 0.51 -0.73 0.048
C -0.920 1.616 -3.923 0.65 1.12 -1.28 0.179
N -0.686 2.373 -4.787 -0.57 -1.79 2.03 -0.522
H -3.245 2.629 -3.003 0.10 -0.03 0.06 0.460
H -4.436 1.755 -2.048 0.12 -0.02 0.03 0.304
H -2.918 2.271 -1.297 -0.02 0.01 -0.05 0.271
H -3.211 0.183 -3.521 0.10 -0.06 0.08 0.278
H -2.935 -0.184 -1.823 0.10 0.01 -0.14 0.344
H -0.812 -0.330 -3.082 0.11 0.18 0.00 0.244
H -0.725 0.985 -1.905 0.04 0.01 -0.15 0.127
C -4.400 1.326 2.332 0.06 0.05 0.04 -1.027
C -5.881 1.492 2.006 0.26 0.20 0.13 -0.417
C -6.506 0.227 1.413 0.42 0.10 -0.66 -0.442
C -5.813 -0.133 0.133 0.62 -0.68 -1.54 0.311
N -5.272 -0.412 -0.867 -1.33 0.64 2.43 -0.466
H -3.811 1.122 1.435 -0.07 -0.05 0.03 0.240
H -4.005 2.241 2.779 -0.03 -0.09 0.00 0.318
H -4.244 0.507 3.040 0.02 0.06 -0.05 0.316
H -5.998 2.326 1.308 -0.10 -0.11 0.03 0.283
H -6.418 1.760 2.920 -0.08 -0.07 -0.11 0.309
H -7.566 0.391 1.209 0.10 -0.12 -0.11 0.282
H -6.420 -0.608 2.112 0.04 0.00 -0.14 0.278

=====

no.,Kohn-Sham gap (eV),M (g mol⁻¹)
1,5.0,1762.5
2,7.9,836.4
3,8.7,406.5
4,8.1,470.4